# 1
Below is a cluster of 8 separate species, C32H80O8 in total at a distorted geometry, with properties calculated with ωB97M-V with the def2-TZVPD basis set.

The geometry in XYZ format:
```
120
Properties=species:S:1:pos:R:3:forces:R:3:mulliken_charge:R:1
C 4.21556 8.98429 0.91125 0.170 -3.297 -0.109 -1.1012
C 3.72456 8.24329 -0.37775 0.149 -0.908 -2.276 -0.2669
O 2.79656 7.15529 -0.04775 3.750 2.182 2.415 -0.2396
C 2.49756 6.31029 -1.09975 0.934 3.159 -2.935 -0.0743
C 1.48956 5.54929 -0.52975 -1.454 -4.353 0.711 -1.4587
H 5.00656 9.64729 0.68925 0.226 1.499 -0.506 0.4014
H 4.78256 8.29329 1.63125 -1.208 0.374 -1.036 0.2661
H 3.33956 9.34629 1.42625 0.057 0.635 0.155 0.2843
H 4.52856 7.67129 -1.03175 -0.875 1.599 1.530 0.2648
H 3.21256 8.99529 -1.19275 0.926 -1.567 2.092 0.2412
H 3.26856 5.56629 -1.64875 -0.943 2.380 1.142 0.1968
H 1.98456 7.15429 -1.61875 0.561 -1.344 -2.368 0.2782
H 2.00356 5.09029 0.31125 0.037 -1.897 -0.214 0.3082
H 0.95856 4.97829 -1.29675 0.064 -0.667 0.706 0.4131
H 0.86656 6.06429 0.09225 -2.390 2.162 0.696 0.5177
C -0.47944 -2.22571 -0.09275 -4.419 1.744 1.793 -0.9516
C -0.66544 -0.89071 -0.84475 1.160 -0.397 1.558 0.1212
O -0.76644 0.26429 0.03425 0.105 -2.639 1.503 0.1689
C -0.60644 1.49129 -0.55575 4.960 -1.397 -2.068 1.9141
C -0.89144 2.60129 0.21125 -4.324 0.599 5.451 -1.6523
H 0.27856 -2.19371 0.61825 1.667 0.050 1.036 0.5675
H -0.30644 -2.93071 -0.83875 0.236 -1.479 -1.080 0.5219
H -1.47144 -2.46471 0.49225 1.833 0.118 -1.166 -0.4408
H -1.60844 -0.99371 -1.35275 -0.097 0.252 -1.022 0.0592
H 0.27956 -0.96371 -1.42175 -0.746 1.390 -0.574 0.0442
H -1.17744 1.41529 -1.41475 -0.569 0.662 -2.525 -0.6514
H 0.47056 1.77029 -0.63375 0.071 -1.521 -1.793 -0.6581
H -0.67344 3.56029 -0.02675 0.359 2.777 -2.605 0.4990
H -0.31344 2.70129 1.14225 -0.442 -1.257 0.478 0.0593
H -1.98044 2.47129 0.37925 0.132 1.087 1.031 0.2839
C -4.32644 -3.89271 -1.28875 1.710 2.445 3.355 -1.1911
C -4.83744 -3.36771 0.09725 -1.236 0.184 0.203 -0.4188
O -3.91244 -2.44471 0.64925 0.553 -0.313 -1.358 0.1160
C -4.42144 -1.44171 1.48925 -0.392 -6.966 2.539 -0.7841
C -3.39344 -0.80871 2.15525 1.247 2.603 4.370 -1.0257
H -4.97744 -4.59171 -1.56575 -2.798 -3.087 -1.265 0.5929
H -3.39444 -4.42871 -1.03975 0.318 0.904 -1.255 0.1776
H -4.51944 -3.02571 -1.97675 1.522 -0.882 0.399 0.1405
H -5.09544 -4.07571 0.99725 0.257 0.566 -2.137 0.3198
H -5.77444 -2.89571 -0.31575 0.329 0.134 1.477 0.3397
H -4.97344 -1.95071 2.28525 -1.274 0.310 -0.455 0.2999
H -4.77744 -0.71471 1.01125 -4.832 5.104 -4.487 0.6430
H -2.85544 -1.54071 2.61125 1.389 -2.150 2.815 0.4872
H -3.69744 0.03729 2.86025 0.448 -1.239 -1.056 0.2917
H -2.64544 -0.57571 1.54425 2.776 2.423 -3.136 0.0045
C 3.13556 1.58729 -0.87475 4.265 7.288 -1.359 -0.8252
C 3.28656 1.11029 -2.27075 -0.102 3.655 -1.726 -0.4796
O 2.00556 1.20129 -2.89775 0.458 -0.122 -2.509 -0.0267
C 2.13256 1.03829 -4.39775 0.498 2.305 2.916 -0.7038
C 0.79456 1.00529 -4.91875 1.862 -1.808 -2.164 -1.4585
H 2.53756 1.05229 -0.33675 -3.980 -2.998 3.156 0.1582
H 2.82556 2.73629 -0.96375 -0.497 -2.456 0.087 -0.0089
H 3.99656 1.91129 -0.17775 -0.283 -1.559 -1.506 0.3203
H 3.58156 0.15729 -2.41875 1.418 -3.413 0.067 0.5258
H 3.96156 1.76429 -2.91675 -0.274 -0.580 1.138 0.3009
H 2.46456 0.14529 -4.72775 2.123 -3.573 0.141 0.4068
H 2.83656 1.73929 -4.90375 -0.613 0.359 0.900 0.3648
H 0.34956 1.86729 -4.78475 -3.007 4.060 0.379 0.5330
H 0.31156 0.15329 -4.64375 -1.844 -1.994 2.101 0.3846
H 0.88856 0.67329 -5.92775 0.070 0.847 -1.590 0.5131
C 1.24856 3.81629 3.90125 1.567 0.928 0.600 -0.9241
C 1.93656 2.42629 4.21525 0.470 2.798 0.143 -0.2137
O 1.06856 1.46529 3.63425 1.064 -0.987 1.281 -0.1119
C 1.33656 0.12429 4.13425 -1.518 4.690 2.356 -0.8288
C 0.49856 -0.82571 3.63925 -6.598 -3.384 -1.571 -0.0358
H 1.97456 4.67729 4.15525 -1.117 -1.301 0.273 0.3538
H 0.29656 3.92329 4.43225 0.289 0.057 -0.009 0.3188
H 1.07856 4.06429 2.84625 -0.081 -0.888 -0.026 0.0300
H 2.12356 2.40429 5.40625 -0.666 -0.562 -2.609 0.2538
H 2.97856 2.55429 3.71325 -1.467 -1.044 0.734 0.2211
H 1.13956 0.01429 5.17325 0.203 1.153 1.588 0.2845
H 2.26756 -0.11571 4.00825 5.824 -0.981 -0.920 0.7062
H 0.56156 -1.10671 2.65225 1.055 -0.666 -2.577 -0.3271
H -0.54844 -0.35971 3.54525 0.948 -0.813 0.859 0.1895
H 0.44856 -1.78671 4.21625 0.047 1.050 -0.217 0.0609
C 2.31456 -4.55071 -1.10575 -0.124 -1.671 -2.318 -0.8067
C 3.17656 -3.28071 -1.16075 -1.154 -0.614 2.777 -0.1391
O 3.45256 -2.85071 0.17525 -0.905 -1.664 -0.675 -0.2782
C 4.34356 -1.80571 0.25325 -2.438 0.733 1.665 0.2930
C 4.85556 -1.84171 1.62025 2.015 2.460 2.080 -1.3136
H 1.17456 -4.44871 -0.85575 2.513 0.016 0.053 0.0310
H 2.82956 -5.51671 -0.59375 -1.284 2.532 -1.144 0.2422
H 2.31256 -4.70771 -2.27675 -0.318 -0.615 2.052 0.3112
H 2.60956 -2.48871 -1.55075 -1.092 1.094 -1.259 -0.0211
H 4.05256 -3.38071 -1.77575 0.759 -0.386 -0.037 0.5586
H 3.90656 -0.87971 -0.07875 -0.312 0.693 -0.001 -0.1755
H 5.12956 -2.00871 -0.32375 3.367 -0.669 -2.855 0.4378
H 4.24956 -1.47571 2.48625 0.407 -0.154 -0.998 0.0988
H 5.91956 -1.46271 1.65925 -1.201 0.915 0.074 0.4123
H 5.17456 -2.80371 1.80225 -0.228 -2.736 0.618 0.4322
C -2.60844 0.21629 -5.69975 -2.060 3.236 1.240 -1.2379
C -2.83444 -0.08271 -4.16875 -0.980 1.937 -0.208 0.7661
O -3.91244 0.78529 -3.73075 -1.575 -0.103 -1.308 -0.4432
C -4.17444 0.80329 -2.32275 0.610 -4.230 -0.574 1.4683
C -5.11244 1.80829 -1.99575 -6.122 4.212 0.950 -1.3364
H -1.84144 -0.29471 -6.15875 2.157 -1.297 -0.426 0.4349
H -2.26444 1.42129 -5.69075 -1.378 -3.272 -0.494 0.1999
H -3.49244 -0.05271 -6.39675 0.981 1.028 1.514 0.3259
H -2.01744 0.37229 -3.60075 0.766 -1.046 -0.138 -0.4422
H -3.12344 -1.08771 -3.85275 0.568 -0.249 -0.346 0.2155
H -3.17844 1.04129 -2.03475 0.760 -0.409 1.963 -0.6305
H -4.68744 -0.21171 -1.96575 1.863 1.421 -0.549 -0.2074
H -4.67244 2.84129 -2.22275 -1.274 -1.255 -0.253 0.2774
H -5.75444 2.00929 -1.00275 2.788 -1.160 -0.929 0.3052
H -6.21544 1.52129 -2.44875 2.861 1.141 -0.402 0.3009
C -2.04444 -7.33071 1.03325 -0.725 -3.267 4.874 -1.4580
C -1.97644 -5.88771 1.53825 3.378 0.556 -1.610 1.1021
O -1.58144 -5.78371 2.93325 0.220 -0.895 -1.960 -0.3989
C -1.48344 -4.49471 3.41925 -2.548 3.150 1.154 0.9002
C -0.94844 -4.50871 4.83625 0.202 -4.072 0.328 -1.3583
H -1.38844 -8.03971 1.65525 0.101 1.502 -0.767 0.3039
H -2.00544 -7.80171 0.10625 0.740 0.888 -2.498 0.4609
H -2.95544 -7.93471 1.37025 0.113 1.617 0.008 0.3219
H -2.86744 -5.39471 1.33525 -2.046 0.942 0.193 -0.2288
H -1.22544 -5.25471 0.86725 -1.005 -1.326 1.394 -0.3072
H -2.58544 -4.01771 3.46525 2.001 -0.812 -0.249 -0.0085
H -0.87644 -3.64471 2.94525 -0.433 -1.795 -0.658 -0.3271
H -1.59444 -5.06071 5.57625 0.024 1.077 -0.698 0.3202
H -0.67544 -3.54171 5.14225 0.361 1.087 0.659 0.3850
H -0.08344 -5.25371 4.85525 -0.416 1.420 -0.203 0.3219
```
Forces are in eV/Å.

The charge is 0. As for the multiplicity: 1. As for the frontier orbital gap: 9.66 eV. The SMILES is CCOCC.CCOCC.CCOCC.CCOCC.CCOCC.CCOCC.CCOCC.CCOCC. The energy relative to the best compared isomer or geometry (same formula, charge and spin) comes out at 16.4480 eV. As for the LUMO energy: 0.671 eV. The calculation puts the electronic energy at -1868.3818 Eh.

=====

# 2
Below is a cluster of 5 separate species, C32H81BrN6O2P in total at a distorted geometry, with properties calculated with ωB97M-V with the def2-TZVPD basis set.

The geometry in XYZ format:
```
123
Properties=species:S:1:pos:R:3:forces:R:3:mulliken_charge:R:1
C -2.03396 -1.64252 1.68140 1.468 -0.416 -0.265 -1.1265
C -1.36381 -1.73002 0.15132 -0.898 -0.630 1.033 0.6965
C -1.42094 -3.34053 -0.24470 -0.826 0.526 0.747 -0.7054
C -2.23492 -0.76423 -0.84552 0.458 -0.095 0.255 -0.6261
C -1.47617 -0.32059 -2.22858 -0.196 0.158 -0.904 0.3301
C -1.26904 -1.52012 -3.32708 -0.097 0.052 -0.917 -0.9013
C -0.01246 0.39670 -2.01784 -2.315 1.690 0.146 0.1776
O 0.98139 -0.68175 -1.89385 -2.511 0.896 0.208 0.4992
N 2.20055 -0.30737 -2.31899 4.393 -1.059 1.604 -0.6789
C 3.20371 -1.00555 -1.37908 0.560 -1.135 3.424 -0.1053
N 3.79241 0.01344 -0.42540 -0.881 -0.262 -0.567 -0.6626
P 2.42449 -1.12216 -3.92943 0.204 -0.407 -4.537 0.3125
O 4.06251 -0.89672 -4.47677 -2.302 -1.542 1.125 -0.4445
Br 2.17731 -3.38665 -3.62858 0.548 1.213 0.460 -0.1800
H -3.12486 -2.06593 1.67296 2.059 1.003 0.103 0.2625
H -1.34513 -2.33760 2.36479 -1.692 1.385 -1.363 0.2645
H -1.92838 -0.55917 2.12074 -0.533 -2.043 -0.907 0.3682
H -0.24160 -1.42309 0.29017 -2.102 -0.253 -0.584 -0.1733
H -0.42019 -3.83389 0.11902 -2.039 0.713 -0.943 0.2504
H -2.33134 -3.78260 0.38840 2.080 0.731 -1.391 0.0215
H -1.68433 -3.54344 -1.36659 0.858 0.379 2.128 0.2257
H -2.51746 0.21420 -0.22445 0.525 -2.047 -1.489 0.1036
H -3.23296 -1.34165 -1.14502 2.120 1.339 0.669 0.3189
H -2.18224 0.49002 -2.74813 1.689 -1.623 1.117 0.3147
H -0.66135 -1.09544 -4.26236 -1.335 -0.785 1.970 0.2474
H -2.30925 -1.89221 -3.75941 2.181 0.794 1.101 0.3336
H -0.66059 -2.44457 -2.94665 -1.300 1.886 -0.504 0.0375
H 0.26010 1.14379 -2.90822 -0.559 -1.914 1.594 -0.2485
H -0.07019 1.06773 -1.04117 0.510 -1.566 -1.734 0.0254
H 2.35054 0.72918 -2.36786 -0.056 -0.731 0.068 0.5828
H 2.58340 -1.76735 -0.70176 0.873 1.450 -2.144 0.2542
H 3.99235 -1.65637 -1.95432 -1.313 1.796 0.857 0.3052
H 4.09064 -0.42491 0.49041 -0.644 0.690 -1.462 0.2411
H 3.06696 0.75887 -0.25082 1.097 -1.247 0.219 0.2543
H 4.22640 -1.66289 -5.10943 -0.098 1.174 0.981 0.3690
C -2.27699 -6.38042 2.73216 -0.052 -0.089 -0.109 -1.1513
C -3.24855 -5.70354 3.69313 -0.098 -0.010 -0.147 -0.4620
N -4.46362 -5.18662 3.05660 -0.081 0.378 -0.070 0.2772
C -5.25819 -4.32839 3.94340 0.239 0.138 -0.098 -0.6657
C -5.87804 -4.97229 5.17957 -0.250 0.065 0.275 -1.0675
C -5.23919 -6.14564 2.26686 0.276 -0.031 -0.225 -0.7224
C -5.75867 -7.39005 2.97969 -0.271 -0.278 0.009 -1.0175
H -1.97916 -5.70190 1.92508 -0.112 -0.084 0.072 0.0887
H -1.37079 -6.67893 3.27032 -0.148 0.052 -0.029 0.4409
H -2.70117 -7.28681 2.28824 0.063 0.128 0.022 0.3154
H -2.70770 -4.86616 4.15313 -0.325 0.034 -0.012 0.4429
H -3.48283 -6.40403 4.50375 0.062 -0.073 0.097 0.2499
H -6.05370 -3.84398 3.36264 0.130 -0.211 -0.093 0.4116
H -4.61697 -3.50231 4.27804 0.112 -0.169 -0.091 0.3293
H -6.75235 -5.57292 4.92734 0.101 -0.050 0.053 0.2216
H -6.22234 -4.18970 5.86593 0.062 -0.094 -0.090 0.4116
H -5.16818 -5.59486 5.73041 -0.060 0.040 -0.084 0.2736
H -4.62449 -6.47061 1.41884 0.086 0.078 0.163 0.3428
H -6.08669 -5.63105 1.79586 0.169 0.153 0.240 0.4222
H -5.01647 -7.83558 3.64752 -0.041 0.073 -0.050 0.2431
H -6.02723 -8.15187 2.23977 0.036 0.078 0.077 0.3811
H -6.66178 -7.17734 3.55469 0.149 -0.076 0.047 0.2691
C -0.55282 5.61923 -4.87933 -0.086 0.011 -0.103 -1.5227
C 0.64103 4.67094 -4.91163 -0.110 0.029 -0.135 -0.0057
N 0.44625 3.48551 -5.75163 0.114 -0.536 0.265 0.2208
C 1.49468 2.47402 -5.57281 -0.313 0.243 -0.169 0.1346
C 2.91359 2.84645 -5.99104 0.356 -0.144 0.008 -1.1701
C 0.05740 3.73356 -7.14167 -0.366 0.123 0.001 -0.6570
C 0.99623 4.57831 -7.99696 0.131 0.080 -0.319 -0.9973
H -1.45948 5.10499 -4.54170 0.125 0.034 -0.110 0.3192
H -0.35473 6.44103 -4.18268 0.009 -0.150 -0.082 0.4356
H -0.74926 6.06752 -5.85861 0.005 -0.077 0.134 0.4073
H 0.81562 4.34579 -3.87765 0.094 -0.206 -0.168 0.0943
H 1.52980 5.23863 -5.21241 0.077 0.094 0.038 0.2321
H 1.20398 1.55357 -6.09534 -0.129 0.188 -0.063 0.4827
H 1.51746 2.19473 -4.51119 -0.096 0.173 0.187 -0.6239
H 3.03479 2.82450 -7.07438 -0.010 0.094 0.095 0.2939
H 3.61969 2.11454 -5.58139 -0.019 0.053 -0.036 0.4094
H 3.21700 3.82928 -5.62104 -0.073 -0.091 -0.058 0.2580
H -0.92880 4.21315 -7.14324 0.153 -0.029 0.192 0.4031
H -0.11467 2.77594 -7.64985 0.135 0.002 0.290 0.3585
H 1.38429 5.45035 -7.46375 -0.044 -0.086 -0.015 0.2585
H 0.45816 4.94927 -8.87606 0.062 -0.045 0.119 0.3757
H 1.83955 3.99282 -8.36780 0.005 0.148 0.062 0.2754
C 0.76490 4.51344 -0.68053 0.030 -0.010 -0.119 -0.8061
C -0.20666 5.19032 0.28044 -0.195 0.049 -0.157 -0.4591
N -1.42173 5.70725 -0.35610 -0.082 0.163 -0.051 0.1256
C -2.21630 6.56547 0.53070 0.222 0.240 -0.065 -0.7102
C -2.83615 5.92157 1.76687 -0.239 0.054 0.255 -0.9586
C -2.19730 4.74822 -1.14583 0.333 0.078 -0.183 -0.2073
C -2.71678 3.50381 -0.43301 -0.288 -0.278 0.005 -0.8615
H 1.06273 5.19196 -1.48761 -0.115 -0.104 0.082 0.2553
H 1.67110 4.21493 -0.14237 -0.103 0.085 0.000 0.5292
H 0.34072 3.60705 -1.12445 -0.040 0.058 -0.045 -0.2201
H 0.33419 6.02771 0.74043 -0.320 -0.013 -0.045 0.4612
H -0.44094 4.48983 1.09105 0.061 -0.099 0.132 0.2475
H -3.01181 7.04989 -0.05006 0.163 -0.212 -0.088 0.3599
H -1.57509 7.39155 0.86534 0.085 -0.193 -0.121 0.4184
H -3.71046 5.32094 1.51464 0.079 -0.051 0.059 0.2281
H -3.18045 6.70416 2.45324 0.068 -0.108 -0.103 0.3962
H -2.12629 5.29900 2.31771 -0.053 0.037 -0.064 0.2693
H -1.58260 4.42325 -1.99386 0.101 0.077 0.110 -0.2376
H -3.04480 5.26281 -1.61684 0.188 0.132 0.238 0.4171
H -1.97458 3.05828 0.23483 -0.001 0.068 0.018 0.1654
H -2.98534 2.74200 -1.17292 -0.007 0.043 0.021 0.3263
H -3.61989 3.71652 0.14200 0.164 -0.101 0.053 0.2958
C 2.44509 -0.88050 4.69980 0.024 0.116 0.081 -1.3556
C 3.65085 -1.77929 4.44703 0.047 0.153 0.030 -0.3881
N 4.83228 -1.07426 3.94112 0.101 -0.011 -0.499 0.2475
C 5.88710 -1.98058 3.47184 -0.172 0.021 -0.137 -0.6712
C 6.55653 -2.88017 4.50602 0.291 -0.241 0.034 -1.1132
C 5.30196 0.05914 4.74096 -0.279 0.232 -0.024 -0.7030
C 5.69092 -0.21322 6.19046 0.211 0.099 0.292 -0.9728
H 2.15780 -0.33699 3.79287 0.094 -0.011 0.106 0.2693
H 1.58866 -1.48813 5.01161 0.153 0.052 -0.045 0.4301
H 2.63253 -0.15474 5.49773 -0.039 -0.071 -0.137 0.3029
H 3.33997 -2.52512 3.70379 0.315 0.042 0.014 0.4294
H 3.87291 -2.33264 5.36744 -0.060 -0.076 0.067 0.2352
H 6.66254 -1.39919 2.95662 -0.167 0.120 0.164 0.4062
H 5.45825 -2.62328 2.69173 -0.160 0.065 0.113 0.3456
H 7.26424 -2.32789 5.12483 -0.108 -0.057 0.036 0.2336
H 7.13047 -3.66168 3.99424 -0.089 0.099 0.060 0.3986
H 5.83560 -3.38288 5.15599 0.057 0.085 -0.058 0.2841
H 4.52238 0.83041 4.73673 -0.038 -0.202 -0.044 0.3926
H 6.14935 0.53848 4.23396 -0.105 -0.299 -0.101 0.3382
H 4.98696 -0.87700 6.69956 0.048 0.042 -0.074 0.2449
H 5.70935 0.72896 6.74896 -0.011 -0.108 -0.068 0.3691
H 6.69148 -0.64311 6.26501 -0.153 -0.049 0.068 0.2813
```
Forces are in eV/Å.

The charge is +1. As for the multiplicity: 1. As for the frontier orbital gap: 5.89 eV. The energy relative to the best compared isomer or geometry (same formula, charge and spin) comes out at 5.4960 eV. As for the LUMO energy: -3.729 eV. The calculation puts the electronic energy at -4661.7180 Eh.